Entry 1:
Molecular formula: C42H52N9O
Method: DFT, wB97M-V/def2-TZVPD

Last column: Löwdin charge in e.
Positions of all 104 atoms, in Å:
C1 -4.80 -0.81 -5.93  -0.273
C2 -3.31 -0.45 -6.26  -0.374
C3 -2.37 -1.23 -5.29  -0.175
C4 -1.61 -0.28 -4.41  -0.484
O1 -0.63 0.33 -4.80  0.059
N1 -2.02 0.00 -3.05  0.106
C5 -2.26 1.44 -2.95  -0.256
C6 -3.36 1.94 -3.63  -0.023
C7 -3.63 3.29 -3.60  -0.074
C8 -2.79 4.12 -2.88  -0.113
C9 -1.71 3.60 -2.22  -0.099
C10 -1.42 2.25 -2.23  -0.027
H1 -5.44 0.05 -6.20  -0.075
H2 -4.84 -0.85 -4.81  -0.080
H3 -3.16 0.64 -6.17  0.070
H4 -3.09 -0.72 -7.30  0.070
H5 -1.63 -1.72 -5.93  0.106
H6 -2.98 -1.96 -4.73  0.084
H7 -2.92 -0.45 -2.89  0.118
H8 -4.01 1.27 -4.20  0.099
H9 -4.50 3.64 -4.17  0.107
H10 -3.00 5.18 -2.86  0.098
H11 -1.04 4.27 -1.68  0.092
H12 -0.55 1.84 -1.72  0.099
N2 -1.09 -0.61 2.39  0.003
C11 0.11 0.04 2.34  -0.167
C12 0.44 0.23 1.03  -0.117
C13 -0.61 -0.31 0.24  -0.087
C14 -1.54 -0.82 1.11  -0.112
H13 -1.57 -0.88 3.22  0.138
H14 0.63 0.30 3.25  0.111
H15 1.33 0.71 0.66  0.078
H16 -0.68 -0.33 -0.83  0.075
H17 -2.48 -1.31 0.92  0.087
N3 1.64 3.49 0.72  0.018
C15 1.35 4.82 0.69  -0.140
C16 2.50 5.50 0.36  -0.112
C17 3.52 4.53 0.18  -0.121
C18 2.96 3.30 0.41  -0.144
H18 0.99 2.76 0.93  0.109
H19 0.36 5.18 0.90  0.107
H20 2.59 6.57 0.26  0.089
H21 4.55 4.72 -0.08  0.071
H22 3.39 2.31 0.38  0.101
N4 -4.81 -4.65 1.99  0.009
C19 -5.69 -5.05 1.02  -0.130
C20 -5.81 -4.03 0.12  -0.130
C21 -4.97 -2.97 0.56  -0.110
C22 -4.37 -3.39 1.71  -0.143
H23 -4.54 -5.20 2.79  0.143
H24 -6.15 -6.02 1.06  0.110
H25 -6.43 -4.04 -0.76  0.105
H26 -4.83 -2.02 0.08  0.097
H27 -3.66 -2.90 2.36  0.093
N5 7.57 4.04 0.21  0.009
C23 7.65 4.94 1.24  -0.166
C24 8.94 5.40 1.29  -0.112
C25 9.66 4.76 0.25  -0.110
C26 8.79 3.93 -0.40  -0.137
H28 6.74 3.54 -0.06  0.135
H29 6.79 5.17 1.84  0.107
H30 9.32 6.12 2.00  0.091
H31 10.71 4.89 0.01  0.089
H32 8.93 3.27 -1.24  0.107
N6 1.62 -3.67 4.29  -0.002
C27 1.89 -2.90 3.19  -0.132
C28 3.20 -3.10 2.86  -0.104
C29 3.74 -4.03 3.79  -0.116
C30 2.74 -4.36 4.66  -0.151
H33 0.73 -3.71 4.76  0.138
H34 1.13 -2.28 2.74  0.084
H35 3.72 -2.64 2.03  0.091
H36 4.75 -4.41 3.82  0.087
H37 2.72 -5.02 5.51  0.100
N7 0.44 -2.86 -4.02  0.031
C31 1.69 -3.34 -3.76  -0.145
C32 1.65 -4.71 -3.87  -0.128
C33 0.32 -5.06 -4.21  -0.118
C34 -0.40 -3.90 -4.30  -0.137
H38 0.16 -1.89 -4.01  0.114
H39 2.50 -2.67 -3.52  0.101
H40 2.48 -5.37 -3.72  0.080
H41 -0.07 -6.06 -4.38  0.083
H42 -1.44 -3.71 -4.52  0.095
N8 7.77 3.08 4.37  0.011
C35 7.35 3.87 5.40  -0.146
C36 7.57 3.19 6.57  -0.120
C37 8.15 1.94 6.22  -0.119
C38 8.26 1.91 4.86  -0.142
H43 7.72 3.33 3.39  0.115
H44 6.92 4.85 5.22  0.103
H45 7.34 3.55 7.56  0.086
H46 8.46 1.16 6.90  0.086
H47 8.65 1.15 4.20  0.104
N9 -8.60 -2.63 1.08  0.018
C39 -9.66 -3.33 0.60  -0.143
C40 -10.81 -2.72 1.04  -0.122
C41 -10.41 -1.60 1.82  -0.123
C42 -9.04 -1.57 1.82  -0.143
H48 -7.63 -2.86 0.91  0.094
H49 -9.52 -4.20 -0.02  0.104
H50 -11.82 -3.05 0.83  0.084
H51 -11.06 -0.90 2.32  0.084
H52 -8.35 -0.89 2.29  0.103

Computed properties:
- energy (Ha) = -2199.54195
- HOMO-LUMO gap (eV) = 3.323
- net charge = -1
- E_LUMO (eV) = 1.51
- ΔE to the lowest compared entry with this formula, charge and spin (kcal/mol) = 0.0
- HOMO energy (eV) = -1.8

Entry 2:
Molecular formula: C42H54AsCl4Ge2N4O3RbS3
Method: DFT, wB97M-V/def2-TZVPD

Last column: Löwdin charge in e.
Positions of all 114 atoms, in Å:
Rb1 -0.39 1.50 -0.73  0.792
C1 3.53 -1.70 -2.89  -0.189
C2 3.99 -0.93 -1.66  -0.364
Ge1 2.92 -1.28 -0.03  0.879
C3 3.56 0.00 1.34  -0.362
C4 3.13 -0.28 2.78  -0.192
C5 3.12 -3.21 0.41  -0.217
C6 1.93 -3.77 0.12  -0.366
Ge2 0.70 -2.24 -0.29  0.902
C7 -0.14 -2.25 -2.08  -0.338
C8 -1.27 -3.26 -2.23  -0.166
C9 -0.73 -2.09 1.05  -0.355
C10 -0.32 -2.22 2.51  -0.162
C11 1.64 -5.21 0.16  -0.237
C12 0.38 -5.66 0.55  -0.042
C13 0.09 -7.02 0.60  -0.091
C14 1.05 -7.95 0.25  -0.115
C15 2.31 -7.52 -0.16  -0.103
C16 2.60 -6.17 -0.20  -0.046
H1 4.24 -1.60 -3.72  0.060
H2 2.56 -1.33 -3.22  0.038
H3 3.43 -2.77 -2.68  0.061
H4 3.97 0.14 -1.85  0.042
H5 5.01 -1.20 -1.38  0.058
H6 3.27 1.00 1.03  0.029
H7 4.65 -0.02 1.25  0.059
H8 2.06 -0.08 2.91  0.006
H9 3.66 0.36 3.48  0.060
H10 3.32 -1.32 3.06  0.060
H11 3.97 -3.81 0.73  0.050
H12 0.65 -2.44 -2.82  0.048
H13 -0.51 -1.24 -2.31  0.032
H14 -0.94 -4.28 -2.03  0.056
H15 -1.69 -3.23 -3.24  0.065
H16 -2.09 -3.04 -1.54  0.053
H17 -1.47 -2.86 0.79  0.054
H18 -1.24 -1.14 0.90  0.013
H19 0.22 -3.16 2.70  0.058
H20 -1.18 -2.19 3.18  0.069
H21 0.34 -1.40 2.80  0.037
H22 -0.38 -4.94 0.81  0.098
H23 -0.90 -7.34 0.91  0.098
H24 0.82 -9.01 0.28  0.090
H25 3.06 -8.24 -0.45  0.093
H26 3.57 -5.83 -0.54  0.105
Cl1 -4.88 1.60 -6.63  0.571
C17 -3.89 2.13 -5.30  -0.749
C18 -4.02 3.40 -4.78  -0.744
Cl2 -5.18 4.50 -5.46  0.573
C19 -3.19 3.79 -3.72  -0.617
Cl3 -3.36 5.41 -3.06  0.605
C20 -2.22 2.97 -3.11  -0.473
O1 -1.50 3.36 -2.12  -0.302
C21 -2.09 1.60 -3.65  -0.467
O2 -1.27 0.76 -3.13  -0.325
C22 -2.93 1.27 -4.73  -0.614
Cl4 -2.75 -0.36 -5.37  0.616
S1 -0.14 1.80 2.66  0.510
C23 -1.73 1.15 2.81  -0.850
N1 -2.37 0.90 3.89  0.028
N2 -1.73 1.28 5.03  -0.034
C24 -2.20 0.93 6.26  -0.254
C25 -1.45 1.24 7.40  -0.049
C26 -1.91 0.92 8.66  -0.129
C27 -3.13 0.27 8.83  -0.144
C28 -3.87 -0.04 7.70  -0.120
C29 -3.43 0.27 6.43  -0.037
N3 -2.36 0.69 1.58  -0.039
N4 -3.60 0.66 1.62  0.081
C30 -4.19 0.09 0.44  -0.236
C31 -3.52 -0.11 -0.76  -0.024
C32 -4.19 -0.67 -1.83  -0.055
C33 -5.52 -1.03 -1.71  -0.081
C34 -6.19 -0.82 -0.51  -0.099
C35 -5.53 -0.25 0.56  -0.040
H27 -0.79 1.66 4.91  0.043
H28 -0.49 1.75 7.29  0.102
H29 -1.30 1.17 9.53  0.090
H30 -3.49 0.02 9.82  0.080
H31 -4.83 -0.55 7.81  0.092
H32 -4.01 0.03 5.56  0.094
H33 -2.49 0.17 -0.90  0.025
H34 -3.66 -0.79 -2.77  0.075
H35 -6.05 -1.46 -2.56  0.100
H36 -7.24 -1.09 -0.42  0.092
H37 -6.03 -0.06 1.50  0.103
C36 2.80 3.64 2.58  -0.282
As1 3.00 4.67 0.96  0.599
C37 1.23 4.88 0.23  -0.235
C38 3.40 6.47 1.56  -0.276
S2 4.43 3.90 -0.34  -0.003
H38 2.14 4.14 3.28  0.034
H39 3.79 3.49 3.01  0.035
H40 2.36 2.68 2.32  -0.042
H41 0.68 5.62 0.81  0.044
H42 0.68 3.94 0.29  -0.017
H43 1.30 5.20 -0.81  0.046
H44 2.66 6.78 2.30  0.029
H45 3.36 7.13 0.70  0.028
H46 4.40 6.51 1.99  0.024
O3 1.67 1.10 -2.26  -0.703
S3 1.20 2.00 -3.38  0.919
C39 1.16 0.97 -4.87  -0.296
C40 2.57 0.96 -5.44  -0.231
C41 3.05 2.41 -5.34  -0.238
C42 2.73 2.86 -3.92  -0.302
H47 0.43 1.43 -5.55  0.103
H48 0.74 0.02 -4.54  0.085
H49 2.59 0.59 -6.47  0.109
H50 3.20 0.32 -4.83  0.091
H51 2.50 3.02 -6.06  0.108
H52 4.11 2.52 -5.56  0.105
H53 2.60 3.93 -3.81  0.082
H54 3.48 2.53 -3.19  0.068

Computed properties:
- energy (Ha) = -11526.63816
- HOMO-LUMO gap (eV) = 4.767
- net charge = -2
- E_LUMO (eV) = 3.53
- ΔE to the lowest compared entry with this formula, charge and spin (kcal/mol) = 9.0
- HOMO energy (eV) = -1.2

Entry 3:
Molecular formula: C42H54AsNO6Se2SiV
Method: DFT, wB97M-V/def2-TZVPD

Last column: Mulliken spin population.
Positions of all 108 atoms, in Å:
V1 -0.23 0.91 -0.91  2.206
O1 2.13 1.79 -4.30  0.004
C1 1.59 1.36 -3.16  -0.007
O2 0.44 1.60 -2.84  -0.011
C2 2.46 0.56 -2.27  0.047
C3 3.80 0.27 -2.40  -0.001
C4 4.40 -0.43 -1.35  0.011
C5 3.66 -0.77 -0.23  -0.006
C6 2.31 -0.44 -0.19  0.016
N1 1.75 0.19 -1.21  -0.113
C7 1.35 -0.70 0.95  0.009
O3 1.77 -1.23 1.97  0.010
O4 0.14 -0.34 0.68  -0.087
H1 1.45 2.30 -4.76  0.000
H2 4.35 0.58 -3.27  0.001
H3 5.45 -0.68 -1.41  0.001
H4 4.09 -1.28 0.62  0.000
O5 -1.39 2.18 3.71  0.000
C8 -0.45 2.43 2.66  -0.003
C9 -0.94 3.62 1.83  -0.005
C10 -1.23 4.77 2.81  0.000
O6 -1.58 6.00 2.18  0.000
C11 -2.24 3.29 1.10  0.010
Se1 -2.23 2.27 -0.59  -0.062
C12 0.16 4.10 0.86  0.014
Se2 1.35 2.74 0.10  -0.026
H5 -1.25 1.27 4.00  0.000
H6 -0.36 1.55 2.02  0.016
H7 0.54 2.66 3.07  -0.001
H8 -0.35 4.91 3.45  0.001
H9 -2.08 4.50 3.45  0.000
H10 -0.92 6.17 1.50  0.000
H11 -2.75 4.22 0.85  -0.004
H12 -2.89 2.73 1.78  -0.002
H13 0.83 4.79 1.38  -0.002
H14 -0.30 4.63 0.02  0.004
C13 -2.04 -7.79 3.39  0.000
C14 -2.52 -6.58 3.85  0.000
C15 -1.83 -5.40 3.60  0.000
C16 -0.65 -5.43 2.86  0.000
C17 -0.18 -6.65 2.39  0.000
C18 -0.86 -7.83 2.65  0.000
As1 0.38 -3.81 2.38  -0.001
C19 1.71 -3.99 3.80  0.000
C20 2.84 -4.79 3.79  0.000
C21 3.70 -4.77 4.88  0.000
C22 3.44 -3.93 5.96  0.000
C23 2.31 -3.12 5.96  0.000
C24 1.44 -3.15 4.88  0.000
C25 0.20 -2.35 4.75  0.000
C26 -0.28 -1.45 5.69  0.000
C27 -1.46 -0.76 5.45  0.000
C28 -2.16 -0.96 4.27  0.000
C29 -1.67 -1.85 3.31  -0.004
C30 -0.50 -2.55 3.56  0.003
H15 -2.58 -8.71 3.59  0.000
H16 -3.44 -6.54 4.42  0.000
H17 -2.21 -4.46 3.97  0.000
H18 0.73 -6.68 1.79  0.000
H19 -0.48 -8.77 2.28  0.000
H20 3.06 -5.42 2.94  0.000
H21 4.59 -5.39 4.88  0.000
H22 4.12 -3.91 6.80  0.000
H23 2.12 -2.47 6.81  0.000
H24 0.26 -1.27 6.61  0.000
H25 -1.84 -0.06 6.19  0.000
H26 -3.07 -0.41 4.07  0.000
H27 -2.20 -1.97 2.38  0.000
C31 0.16 -1.80 -4.34  -0.012
C32 -0.49 -2.41 -3.09  -0.021
C33 -1.18 -3.71 -3.53  -0.003
C34 0.68 -2.82 -2.19  -0.002
Si1 -1.65 -1.03 -2.23  -0.040
C35 -2.84 -2.02 -1.00  0.017
C36 -3.93 -2.88 -1.65  -0.001
C37 -1.99 -2.95 -0.13  -0.005
C38 -3.52 -1.04 -0.03  0.020
C39 -2.81 -0.30 -3.67  -0.013
C40 -4.06 0.37 -3.09  -0.007
C41 -3.30 -1.31 -4.71  -0.002
C42 -2.06 0.81 -4.42  0.019
H28 0.92 -2.49 -4.74  0.001
H29 0.67 -0.86 -4.12  0.004
H30 -0.55 -1.60 -5.15  0.000
H31 -0.46 -4.33 -4.09  0.000
H32 -2.04 -3.55 -4.17  0.000
H33 -1.50 -4.30 -2.67  0.000
H34 1.27 -3.59 -2.69  0.001
H35 0.37 -3.21 -1.22  -0.004
H36 1.35 -1.98 -2.00  0.014
H37 -3.53 -3.60 -2.36  0.001
H38 -4.69 -2.29 -2.16  0.000
H39 -4.45 -3.44 -0.86  0.000
H40 -1.59 -3.80 -0.69  0.000
H41 -2.60 -3.36 0.68  0.001
H42 -1.15 -2.41 0.31  0.009
H43 -4.16 -0.31 -0.52  -0.004
H44 -2.78 -0.48 0.55  0.002
H45 -4.14 -1.61 0.68  0.002
H46 -4.76 -0.36 -2.68  0.000
H47 -4.59 0.89 -3.90  0.001
H48 -3.83 1.10 -2.32  0.002
H49 -3.85 -2.14 -4.26  0.001
H50 -2.50 -1.73 -5.32  0.000
H51 -3.99 -0.81 -5.40  0.000
H52 -1.83 1.65 -3.76  0.005
H53 -2.69 1.19 -5.24  0.001
H54 -1.12 0.47 -4.86  -0.001

Computed properties:
- energy (Ha) = -10411.34369
- HOMO-LUMO gap (alpha / beta) (eV) = 5.631 / 5.540
- net charge = -1
- 2S+1 = 3
- E_LUMO (alpha / beta) (eV) = 1.54 / 1.40
- ΔE to the lowest compared entry with this formula, charge and spin (kcal/mol) = 0.0
- HOMO energy (alpha / beta) (eV) = -4.1 / -4.1

- Which formula does entry 3 have?
  C42H54AsNO6Se2SiV